A 2-piece molecular cluster, CH6NO2 overall. Source: the OMol25 dataset; level of theory: ωB97M-V with the def2-TZVPD basis set.

Geometry as XYZ:
```
10
Properties=species:S:1:pos:R:3:forces:R:3
N -1.308 0.482 -1.410 0.08 -0.10 0.51
C -0.388 -0.371 -0.549 -0.53 -0.06 -0.70
O -0.420 0.001 0.729 0.51 0.05 0.50
H -1.984 0.769 -0.691 -0.01 -0.11 -0.38
H -0.764 1.331 -1.532 -0.08 0.18 -0.12
H -0.708 -1.426 -0.711 -0.09 0.06 -0.05
H 0.594 -0.277 -1.059 0.20 -0.05 0.09
H 1.042 -0.170 1.192 0.03 -0.03 0.28
H 1.929 -0.036 2.475 -0.05 0.01 0.01
O 2.007 -0.301 1.556 -0.06 0.05 -0.15
```
Forces are in eV/Å.

The value obtained for the HOMO energy is -3.3 eV. The total charge is -1. Its frontier orbital gap is 8.04 eV.

An isolated ion of composition CH6NO2 and charge +1 at a distorted geometry. Source: the OMol25 dataset; level of theory: ωB97M-V with the def2-TZVPD basis set.

Geometry as XYZ:
```
10
Properties=species:S:1:pos:R:3:forces:R:3
N -0.346 -0.844 -0.365 -0.26 0.13 1.38
C 0.430 0.588 0.243 0.86 -0.43 -0.51
O 0.602 1.430 -0.785 0.67 -0.71 -1.10
O -0.339 1.105 1.211 1.62 0.71 2.38
H -0.634 -1.550 0.424 0.46 1.83 -1.82
H 0.312 -1.337 -1.006 -0.59 0.56 0.45
H -1.180 -0.498 -0.911 0.91 -0.80 0.78
H 1.437 0.223 0.606 -1.13 0.11 -0.73
H -0.171 1.896 -1.150 -0.07 -0.16 0.65
H 0.359 1.573 1.843 -2.48 -1.24 -1.48
```
Forces are in eV/Å.

The value obtained for the HOMO energy is -16.8 eV. As for the SMILES: [NH3+]C(O)O. The total charge is +1. Its frontier orbital gap is 12.82 eV.

A 2-piece molecular cluster, CH6NO2P overall at a distorted geometry. Source: the OMol25 dataset; level of theory: ωB97M-V with the def2-TZVPD basis set.

Geometry as XYZ:
```
11
Properties=species:S:1:pos:R:3:forces:R:3
C -0.718 -0.860 0.428 1.70 -0.62 1.91
N -1.415 -0.322 -0.654 -1.63 -0.80 0.80
O 2.153 -0.326 1.123 1.65 -1.27 0.62
O 0.970 1.207 -1.532 1.15 -1.65 2.01
P 0.881 0.281 0.862 -2.15 3.06 -2.29
H -1.352 -1.161 1.291 0.36 0.91 -0.24
H -0.041 -1.775 0.391 -0.87 0.78 -1.24
H 1.847 0.840 -1.890 -1.86 0.60 1.07
H -0.823 0.284 -1.141 1.25 1.07 -1.77
H -2.277 0.181 -0.410 0.67 -0.54 0.10
H 0.777 1.650 1.531 -0.26 -1.55 -0.96
```
Forces are in eV/Å.

The value obtained for the HOMO energy is -9.6 eV. The total charge is 0. Its frontier orbital gap is 8.83 eV.

A single CH6NO2PS2 molecule at a distorted geometry. Source: the OMol25 dataset; level of theory: ωB97M-V with the def2-TZVPD basis set.

Geometry as XYZ:
```
13
Properties=species:S:1:pos:R:3:forces:R:3
C 0.889 1.657 0.444 -1.66 2.00 2.78
O -0.490 1.332 0.399 -1.65 -1.17 -0.51
P -1.023 0.082 -0.504 1.09 0.36 0.03
S -3.011 0.305 -0.095 -1.89 1.18 -1.38
S -0.730 -1.610 0.761 0.42 0.03 -0.40
N 0.922 -1.980 -0.301 1.35 -1.78 4.76
O 1.685 -0.960 -0.491 -0.59 -0.61 -0.95
H 0.682 2.791 0.549 1.91 -1.52 -0.49
H 1.355 1.226 -0.402 1.12 0.26 -0.68
H 1.226 1.236 1.440 0.36 0.56 -1.33
H -3.331 1.156 -1.234 0.69 -1.36 1.71
H 0.416 -2.509 -0.999 0.40 0.19 -1.26
H 1.409 -2.727 0.433 -1.56 1.87 -2.28
```
Forces are in eV/Å.

The value obtained for the HOMO energy is -8.9 eV. As for the SMILES: COP(S)S[NH2+][O-]. The total charge is 0. Its frontier orbital gap is 8.38 eV.

A 3-piece molecular cluster, CH6NO4 overall at a distorted geometry. Source: the OMol25 dataset; level of theory: ωB97M-V with the def2-TZVPD basis set.

Geometry as XYZ:
```
12
Properties=species:S:1:pos:R:3:forces:R:3
N 1.000 -0.059 -1.448 -0.99 0.39 1.10
C 0.293 -0.689 -0.310 2.21 -2.38 -1.02
O -0.046 -1.909 -0.508 -0.14 2.41 0.63
O 0.377 -0.044 0.782 -1.03 -0.07 -1.07
H 0.936 -0.560 -2.335 -0.44 0.35 0.55
H 0.741 0.935 -1.461 0.30 -0.66 -0.54
H 0.314 1.641 0.401 -1.08 1.07 0.28
H 0.902 2.895 -0.161 -0.01 0.55 -0.06
O 0.051 2.622 0.195 1.05 -1.70 0.02
H -1.175 -0.983 1.576 0.71 1.33 0.43
H -1.606 -2.259 1.269 -0.63 0.47 1.35
O -1.787 -1.590 1.999 0.06 -1.76 -1.68
```
Forces are in eV/Å.

The value obtained for the HOMO energy is -5.1 eV. The total charge is -1. Its frontier orbital gap is 9.20 eV.

CH6NOS as an isolated structure at a distorted geometry. Source: the OMol25 dataset; level of theory: ωB97M-V with the def2-TZVPD basis set.

Geometry as XYZ:
```
10
Properties=species:S:1:pos:R:3:forces:R:3
N 1.949 1.628 0.312 0.11 -0.03 -0.22
C 0.554 1.321 -0.091 -0.12 0.46 0.41
O 0.428 0.208 -0.845 -0.47 -0.85 -0.35
H 2.454 1.825 -0.551 -0.03 0.00 0.06
H 2.341 0.736 0.609 -0.04 0.00 0.12
H -0.017 1.250 0.859 -0.01 0.00 -0.18
H 0.204 2.239 -0.620 0.03 -0.17 0.17
S -1.532 -1.489 0.270 -0.72 -0.69 0.38
H -0.800 -2.600 0.103 -0.02 0.00 0.03
H -0.468 -0.584 -0.411 1.27 1.27 -0.42
```
Forces are in eV/Å.

The value obtained for the HOMO energy is -3.7 eV. The total charge is -1. Its frontier orbital gap is 7.92 eV.

A 2-piece molecular cluster, CH6NS overall at a distorted geometry. Source: the OMol25 dataset; level of theory: ωB97M-V with the def2-TZVPD basis set.

Geometry as XYZ:
```
9
Properties=species:S:1:pos:R:3:forces:R:3
N 2.236 -0.242 1.579 0.60 0.60 0.82
H 2.709 0.100 0.761 -0.16 -0.28 -0.16
H 2.477 -1.180 1.841 -0.12 -0.15 -0.31
H 1.249 -0.052 1.538 -0.34 -0.19 -0.41
C -1.813 0.197 -1.237 0.39 1.09 0.13
S -0.783 0.979 0.068 -0.08 0.05 0.03
H -1.718 -0.869 -1.185 -0.11 -0.69 -0.18
H -1.504 0.569 -2.217 0.15 -0.26 -0.12
H -2.852 0.498 -1.148 -0.33 -0.16 0.20
```
Forces are in eV/Å.

The value obtained for the HOMO energy is -2.1 eV. The total charge is -1. Its frontier orbital gap is 6.79 eV.

CH6NS2 as an isolated structure at a distorted geometry. Source: the OMol25 dataset; level of theory: ωB97M-V with the def2-TZVPD basis set.

Geometry as XYZ:
```
10
Properties=species:S:1:pos:R:3:forces:R:3
C 0.259 -0.367 0.348 -0.44 0.28 4.93
N -0.326 1.045 -0.316 2.14 -1.22 1.75
S -0.400 -1.915 -0.259 -0.90 0.82 -0.24
S 2.126 -0.311 0.100 -1.34 0.70 -1.73
H -0.100 -0.340 1.707 1.33 0.44 -4.43
H 0.561 1.706 -0.257 -2.43 -1.28 -0.74
H -1.096 1.367 0.288 0.52 0.10 -0.25
H -0.732 0.774 -1.220 0.62 0.60 -0.20
H -1.706 -1.731 0.182 1.02 -0.14 -0.23
H 2.738 -0.715 1.191 -0.51 -0.30 1.15
```
Forces are in eV/Å.

The value obtained for the HOMO energy is -14.2 eV. The total charge is +1. Its frontier orbital gap is 10.06 eV.

A 2-piece molecular cluster, CH6O overall at a distorted geometry. Source: the OMol25 dataset; level of theory: ωB97M-V with the def2-TZVPD basis set.

Geometry as XYZ:
```
8
Properties=species:S:1:pos:R:3:forces:R:3
C 1.281 0.011 -0.056 2.00 0.19 -0.39
H 1.488 1.069 0.144 0.00 -0.38 0.42
H 0.307 -0.082 -0.405 -1.76 -0.20 -0.36
H 1.483 -0.684 0.758 -0.05 0.38 0.22
H 1.937 -0.274 -0.887 0.03 0.01 0.12
O -1.929 0.026 -0.192 -0.31 -0.94 -0.07
H -2.328 -0.748 0.225 0.22 -0.33 -0.41
H -2.238 0.681 0.413 -0.13 1.27 0.48
```
Forces are in eV/Å.

The value obtained for the HOMO energy is -11.6 eV. As for the SMILES: C.O. The total charge is 0. Its frontier orbital gap is 12.53 eV.

A 2-piece molecular cluster, CH6O2 overall at a distorted geometry. Source: the OMol25 dataset; level of theory: ωB97M-V with the def2-TZVPD basis set.

Geometry as XYZ:
```
9
Properties=species:S:1:pos:R:3:forces:R:3
C -0.362 -0.339 -1.522 -0.63 -0.58 0.84
O -0.032 -1.644 -2.032 -0.17 0.05 0.30
H -1.185 -0.541 -0.815 0.18 0.83 -0.09
H -0.719 0.376 -2.282 0.26 -0.65 -0.01
H 0.473 0.122 -0.968 -0.15 -0.25 -0.27
H -0.419 -2.286 -1.401 0.51 0.61 -0.76
O 0.409 1.230 3.058 1.04 0.63 -0.17
H 1.020 1.202 2.287 -0.63 0.06 0.86
H 0.815 1.880 3.674 -0.41 -0.70 -0.69
```
Forces are in eV/Å.

The value obtained for the HOMO energy is -10.5 eV. As for the SMILES: CO.O. The total charge is 0. Its frontier orbital gap is 11.20 eV.

A 2-piece molecular cluster, CH6O2 overall at a distorted geometry. Source: the OMol25 dataset; level of theory: ωB97M-V with the def2-TZVPD basis set.

Geometry as XYZ:
```
9
Properties=species:S:1:pos:R:3:forces:R:3
C 1.145 -0.296 -0.040 2.66 -2.30 -4.47
O 0.215 0.700 -0.204 0.86 2.53 2.74
H 0.975 -1.106 -0.796 -0.33 0.60 0.82
H 2.249 -0.144 -0.183 -0.75 1.40 -0.59
H 1.231 -0.694 0.874 -0.88 -1.71 3.76
H 0.276 1.137 0.706 -0.47 -0.03 -2.02
O -2.138 -0.206 0.006 2.19 -0.04 0.94
H -2.766 0.363 -0.411 -0.28 0.69 -0.38
H -1.187 0.246 0.049 -3.00 -1.16 -0.79
```
Forces are in eV/Å.

The value obtained for the HOMO energy is -10.3 eV. As for the SMILES: CO.O. The total charge is 0. Its frontier orbital gap is 10.94 eV.

CH6O2 as an isolated structure at a distorted geometry. Source: the OMol25 dataset; level of theory: ωB97M-V with the def2-TZVPD basis set.

Geometry as XYZ:
```
9
Properties=species:S:1:pos:R:3:forces:R:3
C -1.670 0.292 -0.129 -0.18 -1.57 1.47
H -0.125 -0.719 0.088 3.51 0.15 0.24
H -2.728 -0.080 0.098 1.13 1.42 -1.09
H -1.384 1.063 0.706 -0.31 -1.51 -1.48
H -1.355 0.658 -1.134 -1.11 0.12 0.73
H 2.503 0.397 0.906 -1.25 -2.56 -4.90
H 3.486 -0.433 -0.400 -5.92 1.28 1.17
O -0.977 -1.030 0.002 -2.95 1.35 0.09
O 2.250 -0.149 -0.136 7.08 1.31 3.76
```
Forces are in eV/Å.

The value obtained for the HOMO energy is -10.1 eV. The total charge is 0. Its frontier orbital gap is 10.04 eV.

A single CH6O2SSi molecule at a distorted geometry. Source: the OMol25 dataset; level of theory: ωB97M-V with the def2-TZVPD basis set.

Geometry as XYZ:
```
11
Properties=species:S:1:pos:R:3:forces:R:3
C -1.211 1.474 -0.040 -1.27 1.31 0.22
O -2.218 -0.706 -1.176 0.86 0.28 1.04
O -1.877 -0.930 1.315 1.31 1.30 -1.68
Si 0.888 -1.662 -0.010 0.94 -1.70 0.32
S -1.392 -0.372 0.011 -3.21 0.21 -0.18
H -1.608 1.656 -1.091 0.74 -0.02 1.41
H -1.959 1.927 0.729 1.56 -0.70 -1.26
H -0.128 1.826 0.089 -1.68 -0.80 0.00
H 1.693 -0.476 -0.190 0.49 0.78 0.75
H 0.738 -1.869 -1.484 -0.21 -0.89 0.41
H 1.189 -2.641 1.124 0.47 0.23 -1.04
```
Forces are in eV/Å.

The value obtained for the HOMO energy (alpha / beta) is -6.2 / -11.4 eV. Its spin multiplicity is 3. Its expectation value of S² is 2.01. The total charge is 0. Its frontier orbital gap (alpha / beta) is 6.74 / 8.16 eV.

A 3-piece molecular cluster, CH6O3 overall at a distorted geometry. Source: the OMol25 dataset; level of theory: ωB97M-V with the def2-TZVPD basis set.

Geometry as XYZ:
```
10
Properties=species:S:1:pos:R:3:forces:R:3
O 1.217 -0.163 -0.187 1.59 -2.45 -3.88
C 0.780 0.465 0.762 -2.06 2.47 3.91
H -0.279 0.499 1.052 -0.17 -0.02 -0.22
H 1.333 1.160 1.405 0.74 0.21 -0.08
H -1.117 -1.399 0.650 0.40 1.08 0.17
H -1.344 -2.448 1.571 -0.15 0.13 0.87
O -1.315 -1.474 1.597 -0.41 -1.51 -0.88
H -0.099 0.464 -1.992 0.52 0.60 0.29
H 0.878 1.533 -2.486 0.35 -0.17 0.32
O -0.054 1.363 -2.373 -0.81 -0.34 -0.49
```
Forces are in eV/Å.

The value obtained for the HOMO energy (alpha / beta) is 0.9 / -3.1 eV. Its spin multiplicity is 2. Its expectation value of S² is 0.75. The total charge is -1. Its frontier orbital gap (alpha / beta) is 3.45 / 7.24 eV.

A 3-piece molecular cluster, CH6O4 overall at a distorted geometry. Source: the OMol25 dataset; level of theory: ωB97M-V with the def2-TZVPD basis set.

Geometry as XYZ:
```
11
Properties=species:S:1:pos:R:3:forces:R:3
O 1.268 0.497 2.058 -0.36 0.12 0.26
C 1.249 0.841 0.920 -0.26 -0.48 -0.19
O 0.069 0.963 0.228 0.92 0.08 -0.49
H 2.208 1.004 0.401 -0.47 0.28 -0.56
H 0.214 1.110 -0.734 0.12 -0.08 0.91
O 0.891 -1.236 -3.573 0.45 -1.10 0.56
H 0.560 -1.206 -4.475 0.03 -0.21 -0.05
H 1.164 -2.172 -3.392 -0.48 1.35 -0.46
O -3.054 -0.571 1.277 0.82 0.12 -0.38
H -2.480 -0.999 1.928 -0.23 0.10 -0.07
H -2.406 -0.193 0.648 -0.53 -0.19 0.47
```
Forces are in eV/Å.

The value obtained for the HOMO energy is -11.0 eV. As for the SMILES: O=CO.O.O. The total charge is 0. Its frontier orbital gap is 11.41 eV.

A 2-piece molecular cluster, CH6O6PSi overall at a distorted geometry. Source: the OMol25 dataset; level of theory: ωB97M-V with the def2-TZVPD basis set.

Geometry as XYZ:
```
15
Properties=species:S:1:pos:R:3:forces:R:3
C 2.413 0.539 0.789 -0.29 0.40 -0.15
O 0.619 -1.410 0.334 0.84 0.98 1.86
O -0.076 0.619 1.744 0.21 -0.43 -0.39
O -1.289 -1.870 -1.497 -0.11 0.49 -0.26
O -2.542 -0.233 0.341 -0.69 0.30 0.62
O -2.387 0.639 -1.982 -0.55 -0.08 -1.88
O 0.306 0.846 -0.825 -1.65 -0.97 0.03
Si -1.770 -0.481 -1.036 1.63 -0.77 -0.30
P 0.685 0.227 0.515 -0.50 -0.50 -0.28
H 2.527 1.599 0.969 0.03 0.31 0.05
H 2.567 0.024 1.717 0.87 -0.45 0.34
H 3.014 0.261 -0.070 0.22 -0.36 0.20
H 0.404 -1.842 -0.489 -0.64 0.22 -0.95
H -2.103 -0.442 1.157 0.56 -0.05 0.65
H -2.366 1.524 -1.666 0.09 0.91 0.46
```
Forces are in eV/Å.

The value obtained for the HOMO energy is -6.0 eV. The total charge is -1. Its frontier orbital gap is 9.66 eV.

A 2-piece molecular cluster, CH6OS overall. Source: the OMol25 dataset; level of theory: ωB97M-V with the def2-TZVPD basis set.

Geometry as XYZ:
```
9
Properties=species:S:1:pos:R:3:forces:R:3
C 2.164 0.094 -0.120 0.65 0.56 0.44
S 1.736 -0.271 -1.817 -0.36 -0.43 -0.79
H 2.843 0.946 -0.099 -0.17 0.07 0.14
H 2.626 -0.699 0.466 -0.04 -0.28 -0.37
H 1.235 0.370 0.375 0.00 0.08 -0.06
H 2.859 -0.004 -2.523 -0.06 0.00 0.63
O -4.165 -0.313 1.194 0.57 -0.29 -0.06
H -4.578 -0.136 2.040 -0.30 0.16 -0.14
H -4.720 0.012 0.484 -0.27 0.13 0.20
```
Forces are in eV/Å.

The value obtained for the HOMO energy is -9.0 eV. As for the SMILES: CS.O. The total charge is 0. Its frontier orbital gap is 9.95 eV.

A 2-piece molecular cluster, CH6OSSi overall at a distorted geometry. Source: the OMol25 dataset; level of theory: ωB97M-V with the def2-TZVPD basis set.

Geometry as XYZ:
```
10
Properties=species:S:1:pos:R:3:forces:R:3
C -0.843 0.718 -2.269 -0.08 0.84 3.77
O 0.510 -0.098 0.435 0.09 -2.68 1.75
Si 0.584 -0.872 1.953 1.71 2.59 -0.63
S 0.469 1.380 -0.121 -1.66 1.13 -2.90
H 0.024 0.273 -2.617 1.37 -0.86 -0.90
H -1.110 1.677 -2.683 -0.30 -0.07 0.01
H -1.573 0.046 -1.768 0.47 0.86 -0.59
H -0.394 -1.864 2.040 -1.12 -1.27 -0.05
H 0.334 0.154 3.074 0.27 -0.67 -0.74
H 1.999 -1.416 1.957 -0.75 0.13 0.28
```
Forces are in eV/Å.

The value obtained for the HOMO energy (alpha / beta) is -8.0 / -8.0 eV. The total charge is 0. Its frontier orbital gap (alpha / beta) is 7.52 / 7.38 eV.

A single CH6OSi molecule at a distorted geometry. Source: the OMol25 dataset; level of theory: ωB97M-V with the def2-TZVPD basis set.

Geometry as XYZ:
```
9
Properties=species:S:1:pos:R:3:forces:R:3
C 1.307 -0.414 0.081 1.98 1.82 -2.20
O 0.098 0.251 -0.299 1.55 -1.29 -0.30
Si -1.326 -0.441 0.090 -0.99 1.05 -0.28
H 1.162 -1.380 0.496 -0.25 -0.83 0.76
H 1.869 0.287 0.745 -0.40 -0.85 -0.24
H 1.995 -0.577 -0.855 -1.33 0.35 1.54
H -2.016 0.772 -0.357 -0.94 0.05 0.56
H -1.179 -0.895 1.463 -0.17 0.06 0.64
H -2.092 -1.538 -0.533 0.55 -0.37 -0.49
```
Forces are in eV/Å.

The value obtained for the HOMO energy is -10.5 eV. As for the SMILES: CO[SiH3]. The total charge is 0. Its frontier orbital gap is 11.40 eV.

A 2-piece molecular cluster, CH6P2 overall at a distorted geometry. Source: the OMol25 dataset; level of theory: ωB97M-V with the def2-TZVPD basis set.

Geometry as XYZ:
```
9
Properties=species:S:1:pos:R:3:forces:R:3
C 0.441 0.140 1.066 -3.17 0.28 0.76
P 0.410 1.770 0.423 -0.92 0.53 -2.28
P -1.014 -1.483 -1.167 -0.52 1.16 0.36
H -0.496 -0.147 1.687 1.92 0.37 -1.12
H 1.380 -0.111 1.434 1.43 -1.11 0.57
H 0.845 1.683 -1.090 -0.61 -0.14 2.09
H -1.035 1.880 0.156 1.16 -0.02 0.04
H -0.811 -2.858 -1.370 0.79 -0.15 0.00
H 0.281 -0.873 -1.139 -0.08 -0.92 -0.43
```
Forces are in eV/Å.

The value obtained for the HOMO energy (alpha / beta) is -8.2 / -8.7 eV. The total charge is 0. Its frontier orbital gap (alpha / beta) is 7.20 / 8.11 eV.